1.
Here is a structure of composition C38H48AsIrNO4Sb from OMol25. Energies are from ωB97M-V/def2-TZVPD.

The geometry in XYZ format:
```
94
Properties=species:S:1:pos:R:3:forces:R:3
N -2.293113 0.878831 -2.343359 0.6 -0.1 0.4
C 2.921602 1.903307 4.468729 -0.1 0.0 0.0
H -7.697010 -1.392900 -0.489783 -0.1 0.0 0.0
C -1.959680 2.616666 -3.962523 0.0 0.0 -0.1
H 3.753825 -0.010388 -2.228419 0.0 -0.1 0.0
H -6.690501 -0.164845 -1.255349 0.0 0.1 -0.1
O -0.081187 1.645378 -1.055954 0.2 -0.6 1.0
Ir -1.381174 -0.138734 -0.495804 -0.3 0.7 -0.1
H 1.399908 -0.510815 -2.355806 0.0 0.1 -0.1
C 3.730779 3.835845 -2.373764 0.0 -0.1 0.0
H 2.043826 -3.991128 -1.937100 0.0 -0.1 -0.1
C -2.059668 0.453049 2.886428 0.0 0.0 -0.1
H 0.715694 -3.309552 1.527885 0.0 -0.1 0.0
H -2.809253 -3.433523 0.328620 0.0 -0.1 -0.1
C -5.573934 -1.837027 -0.436341 -0.4 -0.2 0.0
C 2.443635 -3.402455 -1.124404 0.0 0.1 0.0
C -4.295318 -1.121290 -0.281473 -0.1 -0.1 0.0
H -2.997592 0.807906 2.444397 0.2 -0.1 -0.1
H -6.532155 -3.287227 -1.715871 -0.1 -0.1 -0.1
H 4.445457 -3.684647 1.584065 0.1 0.0 0.0
H 2.921476 3.850732 0.727599 0.0 0.1 0.1
C 2.636692 -1.306577 0.009692 -0.5 0.7 0.1
H -1.306161 3.381120 -4.353468 0.0 0.0 0.0
C -5.600086 -2.731306 -1.676717 0.0 0.1 0.2
C -2.594552 -3.717485 1.357709 0.1 0.2 0.0
H -4.259283 -0.213215 0.296314 0.1 0.2 0.1
H 6.439072 0.959381 1.377621 0.0 0.0 0.0
H 0.101884 -1.334592 -1.455653 0.3 -0.2 -0.3
H 1.288240 1.383934 3.184673 0.0 0.0 0.1
C 1.088175 -1.483384 -1.977421 -0.3 0.1 0.1
C 3.112075 3.200524 -1.305705 0.1 0.1 0.0
C -0.202397 2.149073 -2.226879 -0.3 -0.2 -0.4
H -3.680178 -2.085222 2.255225 0.2 0.1 0.0
C 3.299352 -3.984480 -0.205283 0.1 0.0 0.1
H -4.777210 -3.441546 -1.667848 0.1 -0.1 0.0
H 1.559318 -3.210524 3.073352 0.0 0.0 0.0
C 4.346171 1.722628 -3.336931 0.0 -0.1 -0.1
C -1.551448 1.847525 -2.879328 0.3 0.3 -0.1
O 0.622192 2.810722 -2.810250 0.0 0.4 -0.4
H 4.737487 2.423781 5.469994 0.1 0.0 0.1
H -5.703504 -2.501973 0.436957 0.0 0.0 0.0
C 5.085386 1.879554 3.434530 -0.1 0.0 -0.1
H 6.152439 2.037744 3.499970 0.1 0.0 0.0
C 2.425057 3.986599 -0.236042 0.0 0.0 0.0
As -1.426934 -1.048018 1.760826 0.4 0.2 0.6
H 0.104741 -1.323871 3.775253 -0.1 0.1 -0.1
H 5.522160 2.139295 0.447196 0.0 0.0 -0.1
H 2.423806 5.045805 -0.476752 0.0 0.1 0.1
H -4.091681 -0.120918 -2.376150 0.0 0.0 -0.1
H -3.324686 -4.463935 1.665807 0.0 -0.1 0.0
H 5.060411 0.436838 0.404137 0.1 0.0 -0.1
O -4.793341 2.697110 -6.172720 -0.8 -0.6 -0.1
C 0.229441 -1.558758 2.715247 -0.1 0.0 0.0
C -2.277462 0.144359 4.363736 0.1 -0.2 -0.2
H 0.921434 -2.154138 -2.818086 -0.1 0.1 0.0
H -3.004313 -0.657088 4.491229 0.0 0.0 0.1
C 3.803328 -3.233500 0.843863 0.0 0.0 0.0
C 5.439391 1.231426 1.046541 0.1 0.0 -0.1
H 2.291855 2.065400 5.332314 0.0 0.0 0.0
Sb 2.098574 0.792036 0.302820 0.9 -0.3 -0.3
H -2.454416 -2.799509 3.312864 0.1 0.2 -0.1
C -3.499451 0.652578 -2.851122 -0.3 -0.1 -0.2
C 0.608554 -3.025049 2.575605 -0.1 0.0 -0.1
C -2.667612 -2.502980 2.279665 0.0 0.0 -0.2
H 3.718448 4.914517 -2.426711 0.0 0.1 0.0
H -2.657707 1.024205 4.879741 0.0 0.0 0.0
H 1.389856 3.656278 -0.141718 -0.1 0.0 0.0
H 3.567607 -5.025100 -0.306416 0.0 -0.1 0.0
H -4.989094 1.170533 -4.315146 0.0 -0.1 0.0
C 3.165503 1.287599 2.155951 -0.7 -0.1 -0.5
H -1.348875 -0.145873 4.855019 0.0 0.0 0.0
H 1.046250 -0.939997 2.333242 -0.2 0.0 0.1
C -6.753663 -0.858332 -0.420051 0.2 -0.2 0.1
H -3.380477 -1.511668 -0.719737 0.0 -0.1 0.1
H -1.331514 1.264055 2.772950 -0.1 -0.1 -0.1
C 3.141967 1.811696 -1.272388 -0.4 -0.3 0.5
H -5.526481 -2.133430 -2.580772 0.0 0.1 -0.2
C 4.329855 3.105715 -3.385650 0.0 0.0 0.0
H 4.809356 1.149838 -4.126257 0.1 0.0 -0.1
H 4.778288 3.618688 -4.221338 0.1 0.1 -0.1
H -1.607810 -4.176162 1.380490 0.0 -0.1 0.0
C 4.541904 1.463922 2.219656 0.2 0.0 0.0
C 3.469341 -1.893113 0.948306 0.2 0.1 0.1
C 2.362998 1.514021 3.264046 -0.3 0.0 0.1
C -4.006047 1.370785 -3.922193 -0.1 0.0 -0.1
C 3.745387 1.071426 -2.274642 0.0 -0.2 0.1
H 3.874887 -1.301316 1.756738 0.0 0.0 0.1
C 4.290085 2.097604 4.544313 0.0 0.0 0.0
C 2.079486 -2.062233 -1.019872 0.0 -0.1 0.0
C -3.770792 3.208948 -5.797480 0.0 0.0 0.0
H -6.754108 -0.280690 0.500780 -0.1 0.1 0.1
O -3.026019 4.117551 -6.043528 0.8 0.6 0.1
H -0.140657 -3.665314 3.040590 0.0 -0.1 0.0
C -3.206113 2.349297 -4.476479 0.1 -0.2 0.3
```
Positions in Å, forces in eV/Å.

The multiplicity is 6. As for the charge: +1. Its highest occupied orbital energy (alpha / beta) is -10.643 / -10.979 eV. The relative energy (zero: lowest compared OMol25 entry of this formula, charge and spin) is 1.695 eV. The LUMO energy (alpha / beta) comes out at -2.75 / -5.73 eV. The total energy comes out at -4412.41426 Ha.



2.
Here is a structure of composition C38H48BMnN10O3S4 from OMol25. Energies are from ωB97M-V/def2-TZVPD.

The geometry in XYZ format:
```
105
Properties=species:S:1:pos:R:3:forces:R:3
N -2.384101 -5.699967 1.695627 0.1 -0.6 -0.3
H 3.166501 -2.328749 3.671360 0.1 -0.1 -0.3
H 2.296059 -3.662867 -3.772734 0.0 -0.4 0.8
N -3.319202 -3.004429 -0.528959 0.7 -1.3 -1.6
C 2.969695 -3.032812 -1.750096 -0.2 -0.5 0.7
H -1.046163 -0.049447 -4.688618 -0.1 0.2 -0.5
C -8.252058 0.919470 -1.269235 0.2 -0.2 -2.4
C -6.608025 0.590522 0.445597 -1.8 1.6 -0.4
H 3.460177 5.849987 -0.774911 -0.6 0.6 0.0
H 1.706371 -3.481109 -0.043456 0.2 -0.3 0.0
H -3.500318 -5.703425 -2.566807 0.2 0.2 0.9
C 4.000319 2.409797 -1.619947 1.2 1.4 0.0
H -9.585679 1.543445 1.786276 0.7 0.1 -0.5
H 5.747214 -0.621722 2.342200 -0.7 0.3 0.0
N -4.610751 0.122210 -0.642237 -0.2 0.7 0.3
C 2.896770 4.198619 -3.031254 0.0 0.2 -0.1
H 3.367136 1.656126 -2.061685 0.1 -0.4 -0.1
N 0.489749 -0.392744 -1.096228 0.4 1.7 2.2
H -2.220904 -5.216157 2.546182 0.0 0.5 0.3
H 2.208360 3.505216 -3.526900 0.0 0.0 0.2
H -2.161535 -6.686587 1.707963 -0.2 0.3 -0.3
C 1.885583 3.507372 -0.825189 1.6 -2.3 -0.8
Mn -3.023181 -0.919724 -0.717130 1.4 0.3 -0.5
H 4.857485 -1.980521 -1.499772 -0.1 0.3 0.0
C 4.463936 -2.852524 -2.013891 1.2 0.2 -0.8
C -5.215185 0.341636 0.600607 2.6 -0.2 0.4
C 3.931289 4.895389 -0.749402 1.8 -1.6 -2.3
C 0.481503 -0.689302 -3.436187 -0.1 0.4 0.3
N 0.420358 1.998224 -0.081834 -0.6 -0.9 0.4
O -4.594273 0.326475 1.684487 -1.1 -0.2 -1.7
H 3.803864 4.199124 -3.661604 -0.2 0.0 0.5
C 2.432234 -4.101024 -2.760207 0.2 1.3 -0.1
H -1.698759 1.174387 4.428042 0.6 -0.6 0.5
C -1.104173 5.365107 0.755393 -0.7 -0.9 0.3
C -0.420453 2.866281 0.485007 -0.4 0.4 0.1
N -3.030317 -5.855021 -0.513532 0.4 1.3 -0.5
C -1.027448 0.362250 4.803291 1.0 0.5 -0.5
H 3.237778 -2.859657 0.522769 -0.2 -0.2 -1.0
H -8.561055 0.771006 -2.308081 0.2 0.6 0.2
H 1.515973 -4.546761 -2.431961 -0.7 -0.1 0.2
H 2.459912 5.208567 -3.116980 0.1 -0.4 0.3
C -0.028702 -0.403138 -4.827597 -0.1 0.0 -0.2
S -1.965376 0.359870 1.901483 1.0 -1.5 -0.9
C -0.332821 -0.000570 2.364453 -1.4 0.5 1.6
C -8.791440 1.306643 1.051926 -0.7 0.5 -0.5
H 4.858655 -2.026455 4.181846 -0.5 0.5 -0.4
H -0.739299 6.349520 0.505263 0.3 0.2 0.0
S -1.733444 0.586403 -2.164739 -0.1 -0.3 0.4
C 3.193330 3.750482 -1.569773 0.3 0.9 0.6
O -5.161758 1.960204 -2.383892 -0.5 -1.7 0.9
H -1.370889 5.336522 1.850773 0.4 -0.1 -1.1
H 2.135449 -1.818363 -4.107512 -0.1 0.5 0.4
H 1.545120 5.511699 -0.304400 -0.8 -0.6 -0.2
N 1.607005 2.218827 -0.703367 -2.0 1.7 0.2
C 2.333624 -0.112705 2.861192 -0.4 0.4 -1.5
H -0.495808 0.680075 5.722424 -0.4 -0.1 -0.5
C 4.200060 0.965485 4.150240 -1.1 -1.4 0.4
B 0.319067 0.502380 0.059527 0.3 -1.9 -0.7
C -7.516645 0.983457 1.451928 0.3 -1.0 0.1
C -6.961903 0.665772 -0.906976 0.2 -0.4 0.9
H -0.063148 -1.313187 -5.445904 0.0 0.1 0.3
C 0.032316 0.070512 3.716298 -1.0 -0.1 0.0
S -1.838062 2.390359 1.528179 0.8 2.1 -0.9
C -0.221562 -0.212536 -2.250776 0.5 -0.5 -1.6
H -7.256563 0.971225 2.521255 0.1 -0.1 -0.7
C 1.100023 4.496904 -0.285531 -1.1 2.1 1.0
C 3.798020 -0.229170 3.228055 -0.3 -0.3 1.3
N 1.544842 -1.256702 -0.884722 -0.6 -0.5 -0.2
H 4.815593 0.609496 1.438403 -0.3 -0.5 0.5
C -2.799542 -3.674709 0.480176 -0.4 0.0 0.9
H 5.131827 -3.681716 -1.643316 -1.1 0.4 -0.4
H 3.150616 -4.873012 -2.878565 0.7 -0.8 0.1
H -10.046739 1.828471 -0.559443 -0.5 -0.5 -0.4
H 0.566707 0.330197 -5.433326 -0.4 -0.4 0.9
C -2.742020 -5.080305 0.538399 0.1 -0.8 0.1
H 3.506671 -1.362508 5.093128 0.1 -0.2 -0.5
C 2.064160 -1.789009 -1.937123 0.2 -0.6 0.2
C -0.120902 4.272981 0.337748 0.0 -0.5 -0.2
H 4.325236 -1.140009 1.377550 0.6 1.0 0.4
H 4.902173 2.587810 -2.277602 -0.9 -0.3 0.7
H 4.120679 1.900643 3.636764 0.3 0.6 -0.5
H 4.366876 2.081395 -0.615351 -0.5 0.2 -0.8
H 4.921383 5.038934 -1.281908 -0.9 -0.1 0.8
C 3.849453 -1.579843 4.060324 0.4 0.7 0.9
N 0.616477 -0.017562 1.407467 0.7 0.4 -1.8
H -3.894095 -3.244765 -2.564529 0.0 -0.2 0.5
C -3.317316 -5.151045 -1.619964 -1.3 0.5 -0.9
N 1.988971 -0.011128 1.584826 0.1 -0.3 2.5
C 1.625623 -1.401300 -3.229229 0.0 -0.2 -1.3
C 2.779837 -3.502823 -0.270825 -0.2 -0.1 0.4
H 5.198614 0.739173 4.496914 0.3 0.4 0.2
O -5.565211 -0.387561 -3.006187 0.1 0.1 1.1
S -5.519038 0.604209 -1.951494 0.3 0.9 0.0
H 1.767753 -0.075199 4.927758 -0.2 0.0 -0.1
H -2.492932 -3.141109 1.370134 -0.1 0.3 0.0
H 4.133024 4.567451 0.255377 0.0 0.0 0.5
C -9.117435 1.342403 -0.331721 -1.0 0.6 2.8
H 3.155892 -4.524738 -0.084658 -0.1 0.4 -0.4
C -3.569796 -3.762169 -1.656815 0.6 -0.3 0.9
C 4.718668 -0.317133 2.047177 0.4 -1.0 -1.6
H 4.696575 -2.737488 -3.108423 -0.3 0.0 0.9
C 1.364397 -0.078051 3.919217 1.0 0.1 1.2
H -2.066743 5.233258 0.179671 0.9 -0.1 0.6
H 3.507050 1.041512 5.017870 0.6 -0.1 -0.4
H -1.647264 -0.504963 5.035907 0.1 0.0 -0.1
```
Positions in Å, forces in eV/Å.

The multiplicity is 6. As for the charge: +1. Its highest occupied orbital energy (alpha / beta) is -8.106 / -9.501 eV. The relative energy (zero: lowest compared OMol25 entry of this formula, charge and spin) is 4.207 eV. The LUMO energy (alpha / beta) comes out at -3.50 / -3.49 eV. The total energy comes out at -5018.37527 Ha.



Question: Which of these has the highest relative energy (zero: lowest compared OMol25 entry of this formula, charge and spin)?
Answer: C38H48BMnN10O3S4



Question: Look up the relative energy (zero: lowest compared OMol25 entry of this formula, charge and spin) of the second one.
Answer: 4.207 eV



Question: Which value of multiplicity does entry 1 give?
Answer: 6